The following is a quantum chemistry calculation of a molecular structure, C35H40CrN4P2 in a non-equilibrium geometry, from the Open Molecules 2025 dataset.

Output
expectation value of S²	6.118
relative energy (zero: lowest compared OMol25 entry of this formula, charge and spin)	2.7014	eV
DFT total energy	-3303.5465	Ha
frontier orbital gap (spin up / spin down)	6.0 / 6.5	eV
2S+1	5
LUMO (spin up / spin down)	-0.0454 / -0.0382	hartree

Each line ends with the Löwdin spin population.
Atoms and positions in Å:
Cr  -1.7895  0.5340  -0.3938  3.672
C  4.0865  1.8533  -1.9678  0.000
C  3.0513  0.9897  -2.0206  0.000
C  2.5182  0.1739  -0.8618  0.001
C  1.9642  0.9257  0.3808  0.003
C  2.8195  0.9214  1.5824  0.000
C  4.1304  1.2214  1.5614  0.001
C  5.0169  1.2558  0.3370  0.000
C  4.6717  2.3541  -0.6914  0.000
C  -2.9192  2.2558  -0.1483  -0.113
H  4.4347  2.3820  -2.8523  0.000
H  2.4211  0.9690  -2.9277  0.000
H  3.2706  -0.5763  -0.5410  0.000
H  1.6415  -0.3559  -1.2843  0.001
H  1.6469  1.9336  0.1031  0.000
H  1.0410  0.4207  0.6959  0.003
H  2.3452  0.6404  2.5279  0.000
H  4.6610  1.3874  2.5113  0.000
H  5.1152  0.2517  -0.1183  0.000
H  6.0372  1.4833  0.6990  0.000
H  4.0760  3.1287  -0.1644  0.000
H  5.6097  2.8598  -0.9640  0.000
H  -2.7362  2.9579  -0.9882  0.006
H  -2.6017  2.7539  0.7973  0.003
H  -4.0034  2.0484  -0.0931  -0.008
P  -2.0531  -0.2700  1.6751  0.120
P  -0.8787  -1.5169  -1.8199  0.060
N  -1.1257  -0.4749  3.1482  0.018
N  -3.6345  -0.7706  2.2873  0.024
N  0.3497  -2.8287  -1.2393  0.017
N  -1.5024  -2.8538  -3.0226  0.002
C  -1.4819  -1.7964  0.8308  0.034
C  -2.1153  -1.9292  -0.5721  0.028
C  -0.8429  0.4746  4.1343  0.002
C  -0.3655  -0.1898  5.2692  0.000
C  -0.3762  -1.5935  4.9818  0.001
C  -0.8306  -1.7467  3.6807  0.002
C  -4.8422  -0.0696  2.2956  0.003
C  -5.8156  -0.8750  2.8884  0.000
C  -5.1930  -2.1334  3.2107  0.002
C  -3.8622  -2.0412  2.8183  0.003
C  1.7136  -2.8635  -1.5304  0.001
C  2.3014  -3.9352  -0.8660  0.000
C  1.2645  -4.6058  -0.1475  0.001
C  0.0753  -3.9466  -0.4459  0.002
C  -1.0155  -4.1251  -3.3484  0.000
C  -1.9976  -4.8426  -4.0338  0.000
C  -3.1416  -3.9910  -4.1227  0.001
C  -2.8228  -2.8124  -3.4618  0.001
H  -1.7349  -2.7055  1.3804  0.007
H  -0.3783  -1.7558  0.8209  0.004
H  -2.4680  -2.9497  -0.7400  0.004
H  -3.0266  -1.2796  -0.7335  0.009
H  -0.9620  1.5249  3.9228  0.001
H  -0.0726  0.2527  6.2066  0.000
H  -0.1287  -2.4214  5.6304  0.000
H  -0.9269  -2.6403  3.0933  0.000
H  -4.9099  0.9252  1.8761  0.000
H  -6.8342  -0.6141  3.0909  0.000
H  -5.6399  -2.9845  3.6726  0.000
H  -3.0696  -2.7722  2.8505  0.000
H  2.1521  -2.1319  -2.2045  0.000
H  3.3464  -4.2229  -0.9224  0.000
H  1.3589  -5.4817  0.4891  0.000
H  -0.9322  -4.1705  -0.1184  0.000
H  -0.0326  -4.4462  -3.0357  0.000
H  -1.8965  -5.8600  -4.4056  0.000
H  -4.0862  -4.2257  -4.6053  0.000
H  -3.4433  -1.9494  -3.2400  0.001
C  -0.6028  2.0232  -0.6945  -0.055
C  -0.0834  3.1498  -0.9444  0.081
C  0.5235  4.3333  -1.3606  0.010
C  1.3757  4.2759  -2.4982  0.016
C  2.2369  5.3330  -2.7570  -0.001
C  2.1970  6.4828  -1.9515  0.016
C  1.2429  6.6101  -0.9280  -0.002
C  0.3968  5.5470  -0.6334  0.016
H  1.3740  3.4006  -3.1550  0.001
H  2.9465  5.2648  -3.5891  0.000
H  2.9214  7.2860  -2.1292  0.001
H  1.1834  7.5318  -0.3482  0.000
H  -0.3431  5.6378  0.1717  0.001